Computed, not measured: the molecule C6H12NP, with ωB97M-V/def2-TZVPD.

Summary:
structure (SMILES) = C=N[C@H]1CCC[C@@H]1P
orbital gap = 9.967 eV
energy = -631.81151 a.u.
LUMO level = 1.1 eV
total charge = 0

Atoms and positions in Å:
C: -1.2768 2.4174 -0.3765
N: -1.0981 1.1808 -0.5040
C: -0.4065 0.4786 0.5071
C: -1.1590 -0.8223 0.6398
C: -0.6337 -1.7274 -0.3589
C: 0.9043 -1.4871 -0.5605
C: 1.0616 0.0330 -0.5896
P: 2.6627 0.6105 0.1106
H: -1.7591 3.0096 -1.0950
H: -0.9337 2.9546 0.5836
H: -0.0447 1.0626 1.4216
H: -2.1904 -0.6615 0.4477
H: -1.0386 -1.1807 1.6579
H: -0.7453 -2.7294 -0.1374
H: -1.1566 -1.6944 -1.2644
H: 1.4020 -1.7275 0.4289
H: 1.4522 -2.0716 -1.3155
H: 0.6245 0.4681 -1.5124
H: 2.2839 0.1204 1.2958
H: 2.0513 1.7662 0.6213

Atom charges from the natural (NBO) analysis, given in e for atoms 1 to 6: -0.064, -0.423, -0.027, -0.440, -0.396, -0.426

Computed, not measured: a structure of composition C3H11N2S, with ωB97M-V/def2-TZVPD.

Summary:
orbital gap (spin up / spin down) = 8.763 / 8.763 eV
energy = -628.25186 a.u.
LUMO level (spin up / spin down) = -4.6 / -4.6 eV
total charge = +1

Atoms and positions in Å:
C: -1.5958 0.1148 0.7798
C: -0.4732 -1.3228 -0.7911
C: 0.5041 0.6501 -0.2116
N: 0.7012 1.7600 0.5229
N: -0.3365 -0.3902 0.2876
S: 2.4562 -0.6277 0.0249
H: -1.5408 0.7921 1.5900
H: -2.0457 0.6688 -0.0740
H: -2.2797 -0.6387 1.0963
H: 0.4357 -1.8381 -0.8517
H: -1.2782 -2.0339 -0.7330
H: -0.6326 -0.6709 -1.6845
H: 0.2964 0.8260 -1.3483
H: 1.1463 2.5188 0.1248
H: 1.3757 1.4227 1.3162
H: 0.3086 -0.9013 1.0196
H: 2.9583 -0.3298 -1.0678

Atom charges from the natural (NBO) analysis, given in e for atoms 1 to 6: -0.430, -0.421, 0.222, -0.806, -0.430, -0.286

Computed, not measured: a cluster of 2 separate species, C4H13N2 in total, with ωB97M-V/def2-TZVPD.

Summary:
orbital gap = 4.975 eV
energy = -269.30923 a.u.
LUMO level = -8.5 eV
total charge = +1

Atoms and positions in Å:
N: -2.7721 -0.9270 0.6325
C: 2.4817 -1.0388 0.1234
C: 1.3121 -0.3794 0.9207
N: 0.1492 -0.2005 0.1814
C: 0.1934 0.9295 -0.7063
C: -1.1876 1.4168 -1.1611
H: -1.9282 -0.4133 0.8422
H: -3.6050 -0.5777 1.0855
H: 2.7608 -0.3923 -0.7095
H: 3.3559 -1.1229 0.7571
H: 2.2151 -2.0073 -0.2895
H: 1.0332 -1.0195 1.7590
H: 1.7578 0.5728 1.2459
H: -2.5820 -1.8587 0.9794
H: 0.6741 1.7689 -0.2010
H: 0.7381 0.5550 -1.5875
H: -1.0837 1.8618 -2.1501
H: -1.5553 2.1818 -0.4800
H: -1.9575 0.6506 -1.2419

Atom charges from the natural (NBO) analysis, given in e for atoms 1 to 6: -1.045, -0.536, -0.350, 0.204, -0.358, -0.635

Computed, not measured: the ion C2H4NO3P with charge -2, with ωB97M-V/def2-TZVPD.

Summary:
structure (SMILES) = [O-]N1C[C@@H]1P([O-])O
orbital gap = 5.922 eV
energy = -700.29008 a.u.
LUMO level = 7.5 eV
total charge = -2

Atoms and positions in Å:
O: 1.7989 1.4383 0.3025
N: 0.9141 0.5204 -0.3159
C: 1.1891 -0.8602 -0.4383
C: -0.0139 -0.3901 0.3383
P: -1.7349 -0.1668 -0.4056
O: -2.6524 -0.9150 0.5147
O: -1.7677 1.5008 0.0998
H: 2.0168 -1.1265 0.1295
H: 1.0560 -1.1870 -1.4316
H: 0.0914 -0.6931 1.4624
H: -0.8971 1.8793 -0.2556

Atom charges from the natural (NBO) analysis, given in e for atoms 1 to 6: -0.871, -0.204, -0.323, -0.480, 1.247, -1.239